The following is a DFT calculation (ωB97M-V/def2-TZVPD) of C35H37BrFeP2 as an isolated structure at a distorted geometry.

Each line ends with the Löwdin spin population.
CARTESIAN COORDINATES (ANGSTROEM)
1 Fe 0.340050 0.526645 4.819703  3.381
2 C -1.309472 -0.355531 5.942126  0.040
3 C -1.642283 -0.352207 4.580460  0.003
4 C -2.501925 0.661462 3.861705  0.002
5 C -1.723069 1.873233 3.256440  0.019
6 C -0.580259 2.363942 4.102915  0.041
7 C -0.638941 2.468659 5.492271  0.059
8 C -1.795698 2.124615 6.380479  0.013
9 C -1.733108 0.666778 6.938789  0.017
10 C 1.539227 -0.824768 4.095200  0.158
11 H -0.976968 -1.310993 6.369011  0.001
12 H -1.514810 -1.335965 4.116544  0.005
13 H -3.299878 1.040284 4.518966  0.000
14 H -3.034966 0.144073 3.043725  0.000
15 H -1.332571 1.588592 2.265391  0.002
16 H -2.459638 2.674571 3.062600  0.004
17 H 0.234083 2.893910 3.588466  0.009
18 H 0.151474 3.047579 5.979537  0.002
19 H -2.771125 2.324148 5.901275  0.002
20 H -1.751460 2.778662 7.270466  0.002
21 H -1.017467 0.646789 7.777908  0.002
22 H -2.724192 0.423524 7.361301  0.005
23 H 1.593351 -1.694759 4.773300  0.015
24 H 2.532301 -0.351068 4.051730  0.022
25 H 1.200390 -1.151731 3.097862  0.031
26 P -0.100019 -1.936827 -2.250047  0.000
27 P 1.729355 0.497675 -2.670583  0.000
28 C -0.854258 -0.407298 -2.851217  0.000
29 C -0.023085 0.642436 -3.101136  0.000
30 C -0.745756 -3.177482 -3.436032  0.000
31 C -1.848811 -2.929541 -4.264007  0.000
32 C -2.222516 -3.877159 -5.221565  0.000
33 C -1.511212 -5.075908 -5.342578  0.000
34 C -0.409651 -5.327175 -4.508689  0.000
35 C -0.013997 -4.377388 -3.565188  0.000
36 C -1.091957 -2.257335 -0.740946  0.000
37 C -0.800243 -1.398961 0.331420  0.000
38 C -1.489951 -1.512991 1.525349  0.000
39 C -2.495770 -2.474478 1.677833  0.000
40 C -2.782598 -3.338781 0.614921  0.000
41 C -2.063893 -3.251778 -0.581522  0.000
42 C 2.486278 1.089260 -4.268845  0.000
43 C 2.356925 0.249441 -5.396510  0.000
44 C 2.914425 0.623235 -6.622517  0.000
45 C 3.595066 1.841606 -6.754726  0.000
46 C 3.714941 2.680032 -5.640753  0.000
47 C 3.180728 2.305345 -4.400673  0.000
48 C 1.951842 1.938704 -1.566238  0.000
49 C 3.153765 2.008461 -0.836040  0.000
50 C 3.399555 3.092683 0.001302  0.000
51 C 2.444445 4.110243 0.123519  0.000
52 C 1.237889 4.025245 -0.576350  0.000
53 C 0.980941 2.930566 -1.402599  0.000
54 H -1.938093 -0.385053 -3.019127  0.000
55 H -0.341448 1.562351 -3.606368  0.000
56 H -2.419407 -2.007491 -4.162955  0.000
57 H -3.076046 -3.676466 -5.871320  0.000
58 H -1.809031 -5.814308 -6.093335  0.000
59 H 0.140629 -6.265709 -4.599541  0.000
60 H 0.850835 -4.558030 -2.920233  0.000
61 H -0.042204 -0.623538 0.229294  0.000
62 H -1.211139 -0.837912 2.330811  0.001
63 H -3.042259 -2.556173 2.618467  0.000
64 H -3.576487 -4.080595 0.718373  0.000
65 H -2.281882 -3.938274 -1.397938  0.000
66 H 1.799516 -0.690068 -5.315026  0.000
67 H 2.820375 -0.035332 -7.485709  0.000
68 H 4.033322 2.136308 -7.711921  0.000
69 H 4.226912 3.641426 -5.732550  0.000
70 H 3.286999 2.975683 -3.541599  0.000
71 H 3.882998 1.204688 -0.929488  0.000
72 H 4.329394 3.142331 0.569655  0.000
73 H 2.638116 4.963447 0.774155  0.000
74 H 0.489211 4.810809 -0.479012  0.000
75 H 0.029250 2.851331 -1.919438  0.000
76 Br 1.734979 0.618273 6.621040  0.166

Forces on atoms 1 to 6 (eV/Å):
0.0 -1.0 0.5
-1.1 -0.7 -1.2
0.0 -0.7 1.8
-0.5 0.3 -0.3
-0.4 -0.6 -0.5
-0.5 1.3 1.4

Energy above the lowest of the compared OMol25 structures with the same formula, charge and spin   0.0 kJ/mol
HOMO (alpha / beta)   -7.23 / -7.50 eV
Expectation value of S²   6.046
Calculated total energy   -5876.2054 hartree
Largest force on an atom   2.3 eV/A
Spin multiplicity   5
Frontier orbital gap (alpha / beta)   7.8 / 6.6 eV